(1)
This record from the OMol25 dataset describes an isolated molecule of C5H6Br2N2S2 in a non-equilibrium geometry. The level of theory is ωB97M-V/def2-TZVPD.

As for the charge: 0. The largest force on an atom is 4.8 eV Å⁻¹.

Atoms and positions in Å:
C: -0.9277 0.5210 -0.2274
C: -1.7249 -1.4846 -1.1312
C: 0.4243 0.0068 0.1191
C: 1.2271 0.0353 -1.2593
C: 1.2480 0.8324 1.1302
N: -1.7682 -0.3283 -0.7990
N: 0.2680 -1.4331 0.3233
S: -1.6027 1.8767 0.6254
S: -2.0171 -2.9093 -1.7088
Br: -3.8599 1.6403 1.1227
Br: -0.0233 -2.0585 1.9920
H: 2.2080 -0.4094 -0.8302
H: 1.4931 1.0592 -1.4602
H: 0.6910 -0.5206 -1.9588
H: 0.7078 0.7735 1.9900
H: 1.3746 1.8732 0.8201
H: 2.2817 0.5253 1.2521

Forces on atoms 1 to 3 (eV/Å):
C -1.31 1.48 2.49
C -1.05 -1.18 -0.99
C 2.27 0.03 -1.41

(2)
This record from the OMol25 dataset describes C20H42HfNP3Se as an isolated structure in a non-equilibrium geometry. The level of theory is ωB97M-V/def2-TZVPD.

As for the charge: +4. The largest force on an atom is 4.6 eV Å⁻¹.

Atoms and positions in Å:
Hf: 0.3429 -0.2066 0.0815
P: 1.6885 -1.3478 -1.6351
P: 1.2086 2.1961 0.5775
P: -1.0409 0.7739 -1.8287
H: -2.1760 -3.7024 1.4885
C: -1.9665 -3.7423 0.4278
C: -1.0786 -3.0189 -0.2303
H: -0.7685 -1.9767 0.0385
C: 3.0473 -2.4560 -1.1037
C: 2.7419 -0.1613 -2.5439
C: 0.9880 -2.2985 -3.0118
C: 0.2614 3.3020 1.6833
C: 2.8559 2.3934 1.3950
C: 1.4497 3.3169 -0.8551
C: -2.1682 -0.5004 -2.5092
C: -0.3697 1.4708 -3.3634
C: -2.0613 2.1960 -1.3202
H: -2.4662 -4.6004 -0.0454
H: -0.7168 -3.4578 -1.1532
H: 2.6726 -3.3447 -0.5844
H: 3.7383 -1.9335 -0.4258
H: 3.5989 -2.7650 -2.0087
H: 3.3142 0.4476 -1.8326
H: 2.1374 0.4856 -3.1851
H: 3.4319 -0.7567 -3.1557
H: 0.1817 -2.9581 -2.6916
H: 1.7791 -2.9126 -3.4493
H: 0.5995 -1.6336 -3.7848
H: 0.9075 4.1013 2.0693
H: -0.1499 2.7442 2.5295
H: -0.5596 3.7614 1.1245
H: 3.0703 3.4657 1.5378
H: 3.6553 1.9705 0.7696
H: 2.8856 1.9045 2.3803
H: 2.0596 4.1780 -0.5366
H: 0.4726 3.6744 -1.2050
H: 1.9679 2.7770 -1.6614
H: -2.9999 -0.0323 -3.0549
H: -2.5685 -1.1684 -1.7376
H: -1.6283 -1.1511 -3.2198
H: -1.1989 1.8466 -3.9776
H: 0.1796 0.7148 -3.9273
H: 0.3030 2.2980 -3.1253
H: -2.9516 2.2883 -1.9548
H: -1.4892 3.1303 -1.4328
H: -2.3797 2.1505 -0.2722
C: -3.3117 -0.3984 2.1505
C: -4.1672 -1.4869 1.8814
C: -5.4402 -1.2691 1.3495
C: -5.9087 0.0393 1.1173
C: -5.1917 1.1199 1.6471
C: -3.9496 0.8774 2.2655
Se: -1.4210 -0.5269 2.7195
H: -0.9189 -1.7037 1.9275
H: -3.7694 -2.4801 2.0318
H: -6.1525 -2.0771 1.1084
H: -6.7782 0.1938 0.5005
H: -5.6267 2.1474 1.6252
H: -3.4242 1.7148 2.7328
C: 4.9013 -0.5500 3.2042
C: 3.5095 -1.1689 3.3840
C: 2.6235 -0.8785 2.3068
N: 1.7828 -0.7705 1.5030
H: 5.4074 -1.0026 2.3480
H: 5.5381 -0.7401 4.0721
H: 4.8463 0.5307 3.0672
H: 3.5851 -2.2661 3.4687
H: 3.0652 -0.7676 4.3093

Forces on atoms 1 to 3 (eV/Å):
Hf -2.23 0.41 3.32
P 2.91 -2.03 -2.85
P 1.48 3.22 0.69

(3)
This record from the OMol25 dataset describes an isolated molecule of C2H4N4 in a non-equilibrium geometry. The level of theory is ωB97M-V/def2-TZVPD.

The SMILES is Nc1cnn[nH]1. As for the charge: 0. The largest force on an atom is 2.1 eV Å⁻¹.

Atoms and positions in Å:
N: -1.5236 0.1671 -0.1024
C: -0.1596 -0.0511 -0.0351
C: 0.6864 0.8546 0.4840
N: 1.9682 0.3867 0.4003
N: 1.9172 -0.7929 -0.1571
N: 0.6319 -1.0800 -0.4269
H: -2.0769 0.0227 0.7220
H: -1.8914 0.7607 -0.8223
H: 0.0544 1.6910 0.7996
H: 0.3934 -1.9587 -0.8621

Forces on atoms 1 to 3 (eV/Å):
N -0.71 -1.29 -0.58
C -0.03 -0.05 -0.06
C -0.55 -0.05 -0.13

Number 1: DFT total energy -170013.38425 eV. Number 2: DFT total energy -117387.60988 eV. Number 3: DFT total energy -8097.45691 eV.